No. 1
Below is a 7-piece molecular cluster, C35H76FNO9S overall, with properties calculated with wB97M-V/def2-TZVPD.

XYZ file:
```
123
C35H76FNO9S | the OMol25 dataset | wB97M-V/def2-TZVPD
C 0.03751 1.14598 -1.17432
O -1.29217 0.72801 -0.94702
C -1.41399 -0.64406 -0.59333
C -2.23271 -0.79300 0.67364
C -1.43488 -0.56440 1.96241
N -0.14876 -1.29340 1.95963
C -0.31224 -2.75496 2.15865
C 0.84435 -3.55486 1.62041
C 1.77352 -4.13486 2.47889
C 2.85685 -4.83215 1.96753
C 3.02211 -4.96147 0.60028
C 2.08145 -4.41011 -0.26417
C 0.99769 -3.71466 0.24795
S 1.01513 -0.61924 2.88486
O 1.33352 -1.40712 4.02604
O 0.80698 0.78381 2.99045
F 2.23150 -0.79569 1.90596
H 0.63917 1.08192 -0.25971
H 0.50909 0.55081 -1.96521
H 0.00625 2.18097 -1.51480
H -0.41064 -1.07043 -0.50409
H -1.91067 -1.16851 -1.41877
H -2.98749 -0.00163 0.64981
H -2.76094 -1.74802 0.67699
H -2.03871 -0.87852 2.82190
H -1.24792 0.49926 2.06553
H -0.45604 -2.97260 3.22204
H -1.22717 -3.04167 1.64133
H 1.64830 -4.02427 3.55033
H 3.58789 -5.26714 2.63841
H 3.88497 -5.47227 0.19113
H 2.19234 -4.49762 -1.33816
H 0.26673 -3.28817 -0.43054
C -4.63343 -0.10789 -3.69143
C -4.17571 -1.54789 -3.84845
O -4.54322 -2.38831 -2.76834
C -5.93272 -2.51797 -2.52680
C -6.71826 -3.08674 -3.69590
H -4.24974 0.31103 -2.75962
H -4.26449 0.49629 -4.52130
H -5.72078 -0.02101 -3.67814
H -3.08564 -1.57754 -3.87616
H -4.52839 -1.96400 -4.79896
H -6.36046 -1.55997 -2.20954
H -6.00390 -3.19405 -1.67434
H -6.69545 -2.42898 -4.56553
H -7.76224 -3.21886 -3.40969
H -6.31408 -4.05524 -3.99297
C -1.46772 1.16290 -6.70484
C -0.79818 1.37160 -5.35728
O 0.54933 0.93488 -5.30172
C 1.44177 1.57304 -6.19850
C 1.53111 3.07632 -6.00650
H -1.42102 0.11272 -6.99744
H -2.51485 1.46302 -6.64659
H -0.99912 1.75425 -7.49251
H -1.31397 0.78198 -4.59757
H -0.87769 2.42059 -5.05075
H 1.18065 1.33562 -7.23659
H 2.41118 1.11335 -6.00421
H 0.57985 3.57172 -6.20609
H 2.27558 3.49909 -6.68239
H 1.81892 3.31324 -4.98107
C -2.87478 -5.14810 6.47999
C -1.68942 -5.37885 5.55841
O -0.86272 -4.24301 5.38360
C -0.25229 -3.71802 6.55168
C 0.65884 -4.69951 7.26744
H -3.48190 -4.31562 6.12172
H -3.49691 -6.04319 6.51307
H -2.56347 -4.92426 7.50093
H -2.04528 -5.62212 4.55653
H -1.09968 -6.23621 5.90226
H -1.01066 -3.32638 7.23899
H 0.32859 -2.86528 6.19903
H 0.11422 -5.56067 7.65727
H 1.14170 -4.20471 8.11056
H 1.43244 -5.06577 6.59097
C 5.92559 -1.54114 -0.16869
C 5.47821 -2.25024 1.09809
O 6.01920 -3.55245 1.25072
C 7.43046 -3.63625 1.31818
C 8.04616 -2.86637 2.47422
H 5.67407 -2.13690 -1.04749
H 5.42298 -0.57644 -0.24747
H 7.00069 -1.35576 -0.18240
H 4.39773 -2.39449 1.07100
H 5.69625 -1.63734 1.97997
H 7.88241 -3.32465 0.36919
H 7.64077 -4.70009 1.43400
H 7.88166 -1.79193 2.38620
H 9.12349 -3.03476 2.49857
H 7.62092 -3.19682 3.42278
C -2.73829 7.22809 -4.29878
C -1.33532 6.74072 -4.61720
O -1.25941 5.89118 -5.74812
C -1.68883 6.44713 -6.97777
C -0.90528 7.67312 -7.41390
H -3.41353 6.38323 -4.15744
H -2.72464 7.81880 -3.38232
H -3.14487 7.85793 -5.09109
H -0.96079 6.13648 -3.79065
H -0.65120 7.59005 -4.72582
H -2.76158 6.66998 -6.94692
H -1.55298 5.64717 -7.70641
H -1.03226 8.50897 -6.72495
H -1.24802 8.00033 -8.39609
H 0.15937 7.44405 -7.47586
C -0.67032 5.63430 5.62744
C 0.27959 4.94980 6.59654
O 0.25133 3.53784 6.53665
C 0.59759 2.95928 5.28592
C 1.99756 3.30821 4.81284
H -1.69292 5.28986 5.78772
H -0.63925 6.71419 5.77846
H -0.40637 5.43798 4.58760
H -0.00590 5.19238 7.62082
H 1.30026 5.32404 6.45426
H -0.14202 3.22225 4.52157
H 0.52017 1.88483 5.44060
H 2.11370 4.37675 4.62340
H 2.21095 2.77894 3.88557
H 2.73562 3.01633 5.56176
```

Summary:
Total charge: 0
SMILES: COCCCN(Cc1ccccc1)S(=O)(=O)F.CCOCC.CCOCC.CCOCC.CCOCC.CCOCC.CCOCC
Frontier orbital gap in eV: 9.805

No. 2
Below is C35H77BFO23PS9Si2 as an isolated structure, with properties calculated with wB97M-V/def2-TZVPD.

XYZ file:
```
149
C35H77BFO23PS9Si2 | the OMol25 dataset | wB97M-V/def2-TZVPD
C 1.83598 -1.05956 3.79278
C 2.44215 -2.09982 2.82105
C 2.61242 -1.66170 1.31883
Si 2.02288 0.06440 0.82964
O 0.66369 -0.00712 -0.26037
Si -0.61781 0.99089 0.16977
P -1.49946 0.36384 2.13783
O -3.14176 0.13131 1.93245
O -1.16057 1.51034 3.31935
S -0.18707 3.13705 0.05812
O 1.13757 3.52338 0.56379
O -0.44932 3.55108 -1.33373
F -1.32629 3.87163 0.99495
B 3.48908 0.90950 -0.23171
O 4.16711 0.17038 -1.22533
O 3.89278 2.25452 -0.07482
H 2.48694 -0.18056 3.91258
H 1.81328 -1.52825 4.79456
H 0.80084 -0.78380 3.56326
H 3.44144 -2.35814 3.20555
H 1.83566 -3.01890 2.86828
H 2.11508 -2.40256 0.66803
H 3.69382 -1.74494 1.07692
H 1.75075 0.99148 1.93648
H -1.68325 0.74020 -0.81780
H -3.44630 0.42928 1.05365
H -1.72751 2.28470 3.25443
H 5.09796 0.37551 -1.17940
H 3.99034 2.39020 0.86828
C 0.38060 8.79329 0.24416
C 0.29239 7.27803 0.04236
C 1.51645 6.65276 0.71822
S 1.97317 7.76430 2.04534
O 3.26841 8.33660 1.74992
O 1.69133 7.14261 3.31901
C 0.72521 8.99837 1.71389
H -0.55032 9.29356 -0.02244
H 1.17468 9.19972 -0.38297
H -0.62183 6.90131 0.51022
H 0.25293 7.01314 -1.01345
H 1.29468 5.67353 1.12725
H 2.35818 6.58516 0.03123
H 1.12032 9.98863 1.93271
H -0.13091 8.78661 2.35487
C -6.56452 1.13765 -2.56697
C -6.67074 -0.36817 -2.83690
C -5.51608 -1.04841 -2.09679
S -5.14277 -0.00614 -0.69362
O -3.81064 0.54408 -0.85306
O -5.53905 -0.67581 0.52460
C -6.33040 1.27345 -1.06611
H -7.46186 1.67081 -2.87963
H -5.71616 1.55289 -3.11707
H -7.62402 -0.74137 -2.45457
H -6.63679 -0.59149 -3.90203
H -5.78905 -2.03694 -1.74175
H -4.62312 -1.11068 -2.71910
H -5.93195 2.24376 -0.77485
H -7.23797 1.05563 -0.50272
C 7.10203 -5.03660 -0.19289
C 7.57018 -4.41733 -1.51499
C 6.93178 -3.02768 -1.61840
S 6.67939 -2.46888 0.06629
O 5.25835 -2.36129 0.30423
O 7.58087 -1.37629 0.35070
C 7.27519 -3.94892 0.86158
H 7.67122 -5.93168 0.05963
H 6.04744 -5.31689 -0.26972
H 8.65892 -4.32403 -1.50851
H 7.30074 -5.03713 -2.37018
H 7.57593 -2.31996 -2.13565
H 5.95850 -3.06770 -2.10614
H 6.70119 -4.12859 1.77142
H 8.32821 -3.79643 1.10207
C -5.47971 -6.73414 -0.33907
C -4.19660 -6.01962 -0.77610
C -4.40787 -5.52793 -2.21195
S -6.17133 -5.26428 -2.39434
O -6.68001 -6.20144 -3.36564
O -6.43993 -3.84572 -2.48936
C -6.62401 -5.81981 -0.76038
H -5.49169 -6.92219 0.73441
H -5.56370 -7.69582 -0.85133
H -4.01603 -5.16509 -0.11916
H -3.32711 -6.67247 -0.70833
H -3.88468 -4.59274 -2.40156
H -4.10631 -6.27543 -2.94389
H -7.58784 -6.32356 -0.79335
H -6.67953 -4.94040 -0.11949
C 3.62928 -7.16226 4.90878
C 5.07669 -7.56676 4.60890
C 5.47171 -6.90550 3.28398
S 4.48171 -5.41585 3.15448
O 3.58310 -5.55724 2.03499
O 5.33658 -4.25983 3.30706
C 3.55852 -5.65929 4.66291
H 3.34174 -7.41352 5.92905
H 2.95118 -7.68398 4.22886
H 5.72824 -7.20701 5.40877
H 5.19131 -8.64916 4.55656
H 6.52607 -6.63676 3.26239
H 5.23290 -7.53965 2.43127
H 2.54384 -5.28819 4.53506
H 4.06435 -5.10512 5.45401
C 4.48649 10.38623 -4.13296
C 4.91046 10.52617 -2.66658
C 3.68067 10.22703 -1.80246
S 2.65814 9.10972 -2.76044
O 1.42306 9.78190 -3.08925
O 2.67426 7.80278 -2.14614
C 3.69643 9.08479 -4.21330
H 5.34509 10.37408 -4.80388
H 3.84919 11.22798 -4.41564
H 5.69986 9.80400 -2.44552
H 5.30701 11.51857 -2.45371
H 3.94970 9.74664 -0.86241
H 3.09886 11.12670 -1.60640
H 3.07798 9.00724 -5.10498
H 4.35351 8.21831 -4.13539
C -7.11285 -2.41736 4.60153
C -7.40565 -2.33860 3.09943
C -7.06169 -3.70358 2.49655
S -7.29335 -4.90573 3.80453
O -6.01123 -5.48467 4.13008
O -8.44303 -5.72670 3.50348
C -7.72753 -3.73015 5.07704
H -7.52593 -1.56481 5.13969
H -6.03273 -2.42951 4.76679
H -8.46649 -2.12473 2.94543
H -6.83800 -1.54321 2.61665
H -7.71434 -3.95391 1.66300
H -6.01974 -3.74955 2.18011
H -7.34043 -4.06820 6.03594
H -8.81535 -3.66739 5.11224
C 0.62460 1.44816 -5.85824
C 1.07286 1.61562 -4.40225
C -0.13572 1.30744 -3.51443
S -1.15714 0.15904 -4.43526
O -2.41063 0.80339 -4.75346
O -1.11253 -1.14167 -3.80677
C -0.14466 0.13218 -5.90719
H 1.47114 1.44168 -6.54471
H -0.03240 2.27495 -6.14019
H 1.87908 0.91007 -4.18551
H 1.45521 2.61750 -4.20859
H 0.16161 0.84689 -2.57451
H -0.72611 2.19914 -3.31984
H -0.77763 0.03240 -6.78664
H 0.52850 -0.72192 -5.83002
```

Summary:
Total charge: 0
Frontier orbital gap in eV: 8.232